Entry 1:
15 unconnected molecules or ions with the total composition C67H141F9N15O23S3 at a distorted geometry. Source: the Open Molecules 2025 dataset; level of theory: ωB97M-V/def2-TZVPD.

The strongest force on any atom is 0.0720 Eh/bohr. As for the net charge: +5. The HOMO energy comes out at -15.4398 eV. The LUMO energy comes out at -6.97 eV. The HOMO-LUMO gap comes out at 8.47 eV. Its total energy is -7281.0346 Eh.

```
258
Properties=species:S:1:pos:R:3:mulliken_charge:R:1
C 6.751 0.814 -0.459 -0.39
O 6.591 -0.567 0.032 0.02
C 7.711 -1.083 0.718 -0.70
C 7.783 -2.599 0.612 -0.94
N 6.579 -3.282 1.140 -0.36
H 6.868 -4.130 1.603 0.30
H 5.745 -2.563 2.410 0.33
C 5.478 -3.371 0.191 0.24
C 5.590 -4.522 -0.738 -0.72
O 5.416 -5.652 0.105 -0.35
C 5.351 -6.928 -0.537 -0.45
H 5.794 1.146 -0.718 -0.56
H 7.419 0.789 -1.286 0.53
H 7.176 1.379 0.383 0.45
H 7.599 -0.706 1.739 0.32
H 8.614 -0.700 0.243 0.52
H 8.618 -2.936 1.169 0.54
H 7.928 -2.856 -0.410 0.28
H 5.376 -2.398 -0.279 0.08
H 4.591 -3.640 0.804 0.14
H 6.492 -4.641 -1.392 0.37
H 4.747 -4.424 -1.455 0.25
H 6.074 -6.845 -1.365 0.35
H 4.333 -7.217 -0.847 -0.07
H 5.677 -7.703 0.139 0.29
C 1.343 3.294 12.021 -0.72
O 0.548 2.207 11.635 -0.31
C -0.356 1.754 12.664 -0.70
C -1.335 0.735 12.074 -0.65
N -0.475 -0.382 11.534 -0.13
H 0.427 -0.019 11.166 0.45
H -0.293 -1.044 12.286 0.40
C -1.053 -1.188 10.327 -0.98
C -0.364 -0.860 8.998 -0.26
O 1.035 -1.056 9.067 -0.35
C 1.510 -2.335 9.290 -0.71
H 2.004 3.004 12.822 0.33
H 0.635 4.139 12.265 0.30
H 1.984 3.567 11.167 0.22
H -0.952 2.581 13.005 0.53
H 0.147 1.405 13.558 0.41
H -1.851 1.144 11.177 0.34
H -2.089 0.397 12.750 0.41
H -2.074 -0.977 10.336 0.50
H -0.887 -2.258 10.461 0.42
H -0.479 0.195 8.788 0.33
H -0.804 -1.561 8.219 0.32
H 2.600 -2.179 9.365 0.24
H 1.296 -3.032 8.496 0.31
H 1.097 -2.778 10.191 0.33
C -1.854 -1.907 -2.792 -0.45
O -2.482 -1.068 -1.958 -0.42
C -1.596 -0.361 -1.134 1.10
C -2.338 0.469 -0.106 -0.27
N -3.745 0.886 -0.669 0.62
H -4.044 0.010 -1.117 0.63
H -4.244 1.158 0.164 -0.07
C -3.729 2.019 -1.664 -0.19
C -5.108 2.015 -2.359 -0.85
O -5.376 0.644 -2.754 -0.27
C -6.200 0.652 -3.870 -0.87
H -1.296 -1.437 -3.648 0.22
H -2.602 -2.630 -3.139 0.30
H -1.149 -2.567 -2.181 -0.01
H -0.970 0.208 -1.859 0.49
H -0.830 -0.991 -0.608 -0.64
H -1.860 1.436 0.050 0.16
H -2.575 -0.105 0.807 0.03
H -2.933 1.903 -2.381 0.02
H -3.520 2.975 -1.138 0.32
H -5.081 2.725 -3.207 0.49
H -5.787 2.336 -1.558 0.26
H -5.776 0.944 -4.861 0.31
H -7.125 1.219 -3.734 0.35
H -6.560 -0.385 -3.953 0.25
C -5.284 -3.439 0.518 -0.17
O -6.052 -3.646 1.686 -0.47
C -5.424 -3.340 2.960 0.08
C -6.506 -2.654 3.863 -1.00
N -7.482 -1.842 3.007 0.20
H -6.873 -1.081 2.678 -0.05
H -7.803 -2.384 2.206 0.50
C -8.610 -1.382 3.901 -0.50
C -9.352 -0.362 3.112 -0.40
O -9.684 -0.841 1.851 -0.32
C -10.586 0.021 1.212 -0.83
H -5.983 -3.558 -0.328 0.36
H -4.457 -4.140 0.429 0.16
H -4.883 -2.475 0.417 -0.06
H -4.570 -2.671 2.818 -0.07
H -5.103 -4.295 3.504 0.37
H -5.995 -2.136 4.689 0.34
H -7.059 -3.459 4.356 0.61
H -8.109 -0.923 4.735 0.28
H -9.163 -2.229 4.233 0.44
H -8.761 0.599 2.977 0.25
H -10.299 -0.111 3.651 0.44
H -10.323 1.045 1.314 0.35
H -11.610 -0.053 1.608 0.32
H -10.570 -0.245 0.154 0.27
C -3.658 -7.254 -3.967 -0.79
O -3.088 -8.228 -3.158 -0.31
C -3.618 -8.260 -1.883 -0.08
C -2.979 -9.473 -1.212 -0.83
N -1.505 -9.348 -1.072 -0.02
H -1.092 -10.161 -0.665 0.42
H -1.112 -9.256 -2.007 0.45
C -1.036 -8.092 -0.290 -0.01
C 0.425 -7.985 -0.631 -0.92
O 0.558 -7.912 -2.034 -0.36
C 1.957 -7.692 -2.410 -0.68
H -4.720 -7.358 -4.134 0.37
H -3.204 -7.416 -4.948 0.27
H -3.534 -6.246 -3.590 0.26
H -4.734 -8.170 -1.881 0.52
H -3.205 -7.348 -1.296 0.00
H -3.222 -10.422 -1.682 0.39
H -3.396 -9.603 -0.232 0.40
H -1.048 -8.253 0.813 0.26
H -1.542 -7.197 -0.675 -0.10
H 0.978 -8.912 -0.310 0.36
H 0.900 -7.158 -0.156 0.62
H 1.996 -7.730 -3.529 0.26
H 2.566 -8.604 -2.078 0.31
H 2.298 -6.690 -2.035 0.20
C 4.376 3.162 1.036 -0.51
C 5.272 4.143 0.261 -0.24
N 4.559 5.300 -0.278 0.29
C 5.057 6.619 -0.201 -0.64
C 4.228 7.318 -1.031 -0.41
N 3.271 6.505 -1.506 0.39
C 3.485 5.256 -1.060 -0.37
C 2.295 6.947 -2.542 -0.32
H 3.892 3.624 1.871 0.59
H 4.934 2.335 1.351 0.32
H 3.637 2.661 0.407 -0.30
H 5.754 3.659 -0.627 0.05
H 6.058 4.583 0.895 0.36
H 5.925 6.939 0.299 0.53
H 4.221 8.395 -1.166 0.48
H 3.119 4.312 -1.450 0.44
H 2.386 8.039 -2.655 0.41
H 1.220 6.696 -2.279 0.02
H 2.470 6.418 -3.482 0.08
C 1.765 -1.815 -1.442 -0.86
C 2.698 -0.754 -0.874 0.79
N 2.087 0.346 -0.121 1.88
C 1.647 1.460 -0.730 -1.09
C 1.042 2.262 0.243 -0.74
N 1.252 1.575 1.472 1.11
C 1.969 0.508 1.193 -1.16
C 0.832 1.843 2.832 -1.00
H 2.476 -2.487 -1.923 0.60
H 1.031 -1.377 -2.186 0.11
H 1.105 -2.249 -0.689 -0.23
H 3.299 -0.264 -1.673 -0.40
H 3.395 -1.244 -0.188 -0.37
H 1.755 1.653 -1.800 0.27
H 0.563 3.218 0.216 0.86
H 2.529 -0.158 1.872 0.20
H 0.458 2.851 2.926 0.39
H 1.692 1.766 3.505 0.29
H 0.067 1.075 3.198 0.20
C 4.221 -3.291 -6.567 -0.91
C 3.367 -2.351 -7.293 -0.85
N 3.538 -2.472 -8.725 0.23
C 4.569 -1.828 -9.421 -0.33
C 4.506 -2.316 -10.690 -0.40
N 3.471 -3.203 -10.789 0.12
C 2.886 -3.311 -9.571 -0.03
C 3.140 -3.955 -12.006 -0.89
H 3.926 -4.326 -6.784 0.35
H 4.017 -3.080 -5.485 0.24
H 5.271 -3.161 -6.779 0.35
H 3.509 -1.359 -6.943 0.54
H 2.323 -2.635 -7.105 0.28
H 5.218 -1.121 -8.893 0.44
H 5.205 -2.088 -11.515 0.41
H 2.188 -4.052 -9.168 0.38
H 3.716 -4.867 -12.055 0.34
H 3.284 -3.299 -12.885 0.35
H 2.074 -4.154 -12.122 0.38
C -6.758 8.233 -0.558 -0.95
C -7.540 7.590 0.551 -0.76
N -6.634 6.670 1.310 0.14
C -6.447 5.292 1.208 -0.64
C -5.486 4.901 2.112 -0.05
N -5.091 6.093 2.689 0.18
C -5.806 7.101 2.198 -0.06
C -4.105 6.245 3.762 -0.82
H -6.316 7.511 -1.230 0.34
H -5.943 8.912 -0.173 0.33
H -7.486 8.955 -0.981 0.36
H -8.414 6.987 0.323 0.40
H -7.975 8.273 1.254 0.39
H -6.976 4.715 0.437 0.43
H -5.221 3.906 2.432 0.30
H -5.681 8.117 2.574 0.44
H -3.479 5.330 3.741 0.22
H -4.671 6.338 4.672 0.34
H -3.485 7.129 3.542 0.36
C 6.084 5.996 -3.997 -1.05
C 5.816 5.233 -5.290 -0.50
N 4.453 5.183 -5.672 0.30
C 3.530 4.522 -4.832 -0.60
C 2.326 4.551 -5.517 -0.36
N 2.566 5.279 -6.697 0.13
C 3.823 5.703 -6.703 -0.08
C 1.491 5.494 -7.669 -0.94
H 5.745 5.532 -3.052 0.09
H 5.579 6.944 -3.985 0.37
H 7.113 6.252 -3.922 0.52
H 6.196 4.241 -5.141 0.16
H 6.350 5.609 -6.116 0.56
H 3.927 4.111 -3.864 0.14
H 1.420 4.008 -5.289 0.77
H 4.204 6.285 -7.550 0.47
H 1.953 5.249 -8.603 0.46
H 1.099 6.501 -7.604 0.30
H 0.764 4.734 -7.458 0.33
C 4.367 -0.466 4.521 -1.49
C 4.726 -1.118 3.217 0.88
O 4.489 -0.552 2.141 -0.26
O 5.460 -2.208 3.330 -0.59
H 4.253 0.597 4.427 0.22
H 5.136 -0.763 5.237 0.45
H 3.439 -0.970 4.915 0.29
C 5.181 1.373 -3.924 -1.66
C 3.826 1.842 -3.293 0.53
O 3.837 2.725 -2.378 -0.16
O 2.753 1.362 -3.749 -0.72
H 5.177 1.762 -4.925 0.40
H 5.023 0.269 -3.866 0.32
H 6.079 1.638 -3.408 0.12
C -1.309 5.537 -3.592 0.17
F -0.670 5.798 -4.709 -0.15
F -1.198 6.593 -2.747 -0.24
F -2.642 5.273 -3.783 -0.19
S -0.545 4.037 -2.829 1.58
O -1.385 3.831 -1.660 -0.56
O -0.742 3.212 -3.985 -0.88
O 0.787 4.369 -2.467 -0.62
C -0.887 -4.190 1.068 0.57
F -0.576 -3.919 -0.198 -0.25
F -2.105 -4.785 0.968 -0.27
F 0.004 -5.068 1.592 -0.24
S -0.905 -2.606 2.108 0.60
O -1.057 -3.138 3.449 -0.71
O 0.391 -2.066 1.756 -0.36
O -1.994 -1.878 1.550 -0.58
C -3.976 1.275 4.414 0.51
F -4.482 0.500 5.320 -0.21
F -4.168 2.604 4.784 -0.25
F -2.709 1.013 4.269 -0.12
S -4.954 1.088 2.806 0.73
O -5.004 -0.343 2.560 -0.30
O -6.221 1.693 3.180 -0.71
O -4.148 1.810 1.846 -0.98
```


Entry 2:
9 unconnected molecules or ions with the total composition C67H151N8O at a distorted geometry. Source: the Open Molecules 2025 dataset; level of theory: ωB97M-V/def2-TZVPD.

The strongest force on any atom is 0.1045 Eh/bohr. As for the net charge: +7. The relative energy (zero: lowest compared OMol25 entry of this formula, charge and spin) is 686.1 kJ/mol. The HOMO energy comes out at -14.8261 eV. The LUMO energy comes out at -10.10 eV. The HOMO-LUMO gap comes out at 4.72 eV. Its total energy is -3153.7924 Eh.

```
227
Properties=species:S:1:pos:R:3:mulliken_charge:R:1
C -27.571 12.591 -30.220 -1.21
C -27.434 11.723 -31.506 0.64
C -26.708 10.374 -31.197 -1.13
O -28.698 11.519 -31.977 -0.92
H -26.629 12.574 -29.673 0.34
H -28.320 12.177 -29.544 0.28
H -27.886 13.585 -30.535 0.23
H -26.836 12.278 -32.230 0.02
H -26.645 9.889 -32.171 0.17
H -27.188 9.757 -30.437 0.25
H -25.706 10.532 -30.799 0.36
C -20.775 15.705 -36.034 -1.38
C -21.197 15.626 -34.556 -0.19
C -21.195 16.986 -33.866 -0.85
N -21.588 16.979 -32.338 0.27
C -20.662 16.143 -31.447 -1.07
C -23.061 16.650 -32.144 -0.78
C -23.925 17.900 -32.430 -0.39
C -23.014 18.999 -31.782 -0.61
C -21.490 18.528 -31.825 -0.40
H -19.710 15.930 -36.084 0.37
H -21.322 16.469 -36.587 0.36
H -20.947 14.731 -36.491 0.37
H -20.331 15.212 -34.040 0.24
H -22.157 15.117 -34.470 0.27
H -21.941 17.594 -34.378 0.40
H -20.206 17.440 -33.937 0.48
H -20.544 15.095 -31.724 0.30
H -21.028 16.205 -30.422 0.42
H -19.735 16.673 -31.667 0.48
H -23.237 16.304 -31.126 0.46
H -23.348 15.784 -32.741 0.35
H -24.880 17.744 -31.928 0.39
H -23.888 18.063 -33.507 0.17
H -23.240 19.142 -30.725 0.33
H -23.184 19.923 -32.334 0.37
H -21.047 18.525 -30.829 0.33
H -20.815 18.898 -32.597 0.29
C -26.432 16.824 -37.029 -1.37
C -27.475 17.892 -37.570 -0.07
C -27.502 19.178 -36.837 -0.93
N -28.140 20.350 -37.672 0.12
C -29.648 19.939 -37.905 -0.99
C -27.476 20.625 -39.062 -0.59
C -27.792 22.028 -39.436 -0.67
C -28.177 22.810 -38.170 -0.71
C -28.112 21.756 -37.038 -0.59
H -26.146 16.194 -37.871 0.36
H -26.747 16.122 -36.257 0.35
H -25.512 17.308 -36.702 0.33
H -28.407 17.330 -37.503 0.31
H -27.263 17.943 -38.638 0.33
H -26.511 19.558 -36.589 0.36
H -28.077 19.296 -35.919 0.54
H -29.839 19.092 -38.563 0.30
H -30.104 20.876 -38.224 0.47
H -30.083 19.648 -36.948 0.39
H -27.861 19.995 -39.863 0.35
H -26.414 20.384 -39.006 0.49
H -28.651 22.093 -40.104 0.32
H -26.899 22.441 -39.906 0.40
H -29.188 23.210 -38.094 0.37
H -27.534 23.687 -38.090 0.35
H -28.913 21.835 -36.304 0.41
H -27.227 21.778 -36.402 0.38
C -20.402 9.757 -34.355 -1.51
C -19.289 8.767 -34.666 -0.27
C -18.120 9.346 -35.486 -0.77
N -17.257 8.192 -36.168 0.36
C -18.091 7.446 -37.236 -1.17
C -16.106 8.922 -36.826 -0.62
C -14.929 8.881 -35.805 -0.60
C -15.029 7.486 -35.287 -0.54
C -16.533 7.138 -35.347 -0.64
H -21.137 9.374 -33.648 0.37
H -20.923 10.056 -35.265 0.37
H -20.066 10.732 -34.004 0.37
H -19.565 7.800 -35.084 0.35
H -18.915 8.491 -33.680 0.29
H -17.473 10.081 -35.008 0.52
H -18.562 9.848 -36.347 0.40
H -18.551 8.213 -37.858 0.39
H -18.884 6.824 -36.821 0.42
H -17.422 6.861 -37.868 0.51
H -15.745 8.398 -37.711 0.39
H -16.439 9.932 -37.065 0.34
H -13.926 8.864 -36.230 0.37
H -14.919 9.795 -35.212 0.31
H -14.467 6.897 -36.011 0.34
H -14.464 7.342 -34.366 0.36
H -16.764 6.158 -35.763 0.39
H -16.949 7.041 -34.344 0.29
C -24.804 12.687 -23.469 -1.45
C -23.672 12.993 -22.515 -0.37
C -23.869 13.016 -20.996 -0.72
N -22.981 13.939 -20.154 0.13
C -21.489 13.431 -20.236 -1.01
C -23.470 13.850 -18.709 -0.66
C -23.246 15.218 -18.112 -0.71
C -23.715 16.084 -19.244 -0.60
C -23.068 15.480 -20.461 -0.47
H -25.227 11.696 -23.304 0.34
H -24.385 12.861 -24.460 0.38
H -25.700 13.306 -23.519 0.37
H -23.210 13.960 -22.716 0.35
H -22.833 12.337 -22.746 0.36
H -23.651 12.062 -20.516 0.54
H -24.895 13.220 -20.689 0.42
H -21.191 13.725 -21.242 0.39
H -21.321 12.380 -20.004 0.33
H -21.059 14.070 -19.464 0.49
H -23.032 12.952 -18.274 0.39
H -24.526 13.583 -18.714 0.40
H -22.292 15.549 -17.702 0.33
H -23.664 15.374 -17.118 0.42
H -23.422 17.114 -19.039 0.38
H -24.804 16.065 -19.262 0.30
H -22.117 16.007 -20.545 0.34
H -23.524 15.702 -21.426 0.33
C -30.768 7.690 -25.949 -1.35
C -31.609 6.870 -26.849 -0.16
C -31.121 6.843 -28.287 -0.84
N -32.095 6.175 -29.278 0.25
C -32.334 4.700 -28.830 -1.15
C -33.456 7.014 -29.461 -0.35
C -33.272 7.751 -30.805 -0.66
C -32.083 7.252 -31.479 -0.45
C -31.554 6.125 -30.694 -0.64
H -31.074 8.725 -26.103 0.34
H -29.731 7.544 -26.250 0.29
H -30.781 7.581 -24.864 0.37
H -32.562 7.399 -26.861 0.23
H -31.915 5.911 -26.430 0.42
H -30.153 6.359 -28.418 0.47
H -31.109 7.810 -28.792 0.42
H -33.057 4.692 -28.014 0.43
H -31.408 4.173 -28.599 0.36
H -32.764 4.117 -29.644 0.46
H -34.293 6.318 -29.527 0.42
H -33.513 7.763 -28.672 0.19
H -34.138 7.548 -31.433 0.32
H -33.200 8.837 -30.740 0.32
H -32.251 6.842 -32.475 0.30
H -31.380 8.073 -31.613 0.32
H -31.819 5.186 -31.180 0.45
H -30.469 6.193 -30.774 0.23
C -25.940 3.136 -30.190 -1.45
C -24.609 3.888 -30.144 -0.25
C -24.026 3.930 -28.747 -0.73
N -22.489 4.373 -28.440 0.13
C -22.097 5.501 -29.469 -1.16
C -21.645 3.108 -28.948 -0.50
C -21.500 2.290 -27.661 -0.65
C -21.583 3.349 -26.540 -0.55
C -22.061 4.651 -26.983 -0.39
H -26.835 3.502 -29.687 0.32
H -25.855 2.113 -29.822 0.38
H -26.307 3.064 -31.214 0.39
H -24.675 4.881 -30.589 0.40
H -23.974 3.482 -30.932 0.35
H -24.080 2.936 -28.303 0.32
H -24.471 4.619 -28.028 0.47
H -22.120 5.299 -30.540 0.34
H -21.036 5.638 -29.259 0.54
H -22.689 6.363 -29.162 0.41
H -20.618 3.437 -29.103 0.42
H -22.091 2.595 -29.800 0.29
H -20.619 1.653 -27.740 0.42
H -22.341 1.603 -27.576 0.30
H -20.584 3.471 -26.122 0.36
H -22.019 2.879 -25.658 0.36
H -21.200 5.311 -27.092 0.28
H -22.812 5.101 -26.334 0.21
C -32.828 14.256 -28.459 -1.17
C -33.361 14.858 -29.824 -0.47
C -32.398 15.494 -30.773 -0.61
N -32.954 15.721 -32.223 0.12
C -33.891 17.014 -32.320 -0.92
C -33.735 14.524 -32.807 -0.77
C -33.621 14.550 -34.378 -0.71
C -32.483 15.495 -34.688 -0.68
C -31.847 15.905 -33.315 -0.67
H -33.259 13.256 -28.408 0.29
H -33.061 14.853 -27.577 0.33
H -31.743 14.153 -28.492 0.38
H -34.145 15.604 -29.691 0.41
H -34.040 14.124 -30.259 0.30
H -31.575 14.817 -31.001 0.53
H -32.004 16.394 -30.301 0.26
H -33.298 17.919 -32.185 0.36
H -34.821 16.850 -31.776 0.36
H -34.074 17.104 -33.391 0.40
H -34.686 14.640 -32.286 0.48
H -33.320 13.678 -32.259 0.46
H -34.552 14.610 -34.941 0.38
H -33.386 13.507 -34.594 0.34
H -32.844 16.407 -35.162 0.31
H -31.788 15.172 -35.463 0.43
H -31.332 16.864 -33.365 0.43
H -31.139 15.140 -32.997 0.44
C -25.190 6.438 -36.749 -1.50
C -26.197 7.208 -37.639 -0.09
C -26.531 8.622 -37.147 -0.56
N -27.678 9.334 -38.003 0.15
C -28.986 8.871 -37.454 -1.19
C -27.696 10.865 -37.696 -0.71
C -28.398 11.582 -38.925 -0.43
C -27.853 10.798 -40.124 -0.69
C -27.548 9.340 -39.561 -0.43
H -25.001 5.412 -37.066 0.39
H -25.443 6.253 -35.705 0.38
H -24.256 6.999 -36.748 0.34
H -27.033 6.522 -37.778 0.37
H -25.646 7.333 -38.571 0.24
H -25.622 9.217 -37.230 0.32
H -26.877 8.567 -36.115 0.36
H -28.849 7.791 -37.504 0.43
H -29.855 9.017 -38.095 0.38
H -29.151 9.100 -36.401 0.44
H -28.198 10.982 -36.736 0.48
H -26.619 10.997 -37.589 0.42
H -29.484 11.544 -38.843 0.39
H -27.946 12.551 -39.139 0.26
H -28.599 10.827 -40.918 0.36
H -26.930 11.181 -40.559 0.34
H -28.367 8.657 -39.788 0.29
H -26.522 8.992 -39.686 0.29
```